19
Properties=species:S:1:pos:R:3:forces:R:3:lowdin_charge:R:1 method="wB97M-V/def2-TZVPD" homo_lumo_gap_ev="8.49 / 9.52" multiplicity=4
O -1.82936 -2.88152 -2.40996 -1.20 -2.47 -1.01 -0.01
O -2.35586 -3.93166 -2.79464 1.22 2.43 0.89 0.01
C 2.12316 2.38848 -0.18648 -0.12 -0.23 -0.06 -0.12
C 1.31955 1.09029 -0.30228 -0.09 -0.41 -0.02 -0.27
C 0.57799 0.64823 0.98367 0.23 0.32 0.13 -0.23
C -0.22551 -0.60055 0.86457 0.51 0.43 0.17 -0.13
C -1.56336 -0.61182 0.54843 -0.20 -0.09 -0.11 -0.21
C -2.18634 -1.81767 0.35428 -0.72 -0.14 0.11 -0.02
H 2.56417 2.57554 -1.16814 0.09 0.22 0.14 0.07
H 1.49335 3.24195 0.07953 0.01 -0.08 -0.03 0.07
H 2.93349 2.32485 0.54757 -0.14 -0.07 -0.07 0.07
H 0.57982 1.20125 -1.11410 0.23 -0.10 0.25 0.11
H 2.00784 0.27910 -0.60070 -0.30 0.23 0.01 0.11
H 1.32235 0.45070 1.76549 -0.02 0.45 0.01 0.11
H -0.08266 1.47644 1.30093 0.31 -0.24 0.02 0.12
H 0.27203 -1.54741 1.10021 -0.17 0.25 -0.32 0.11
H -2.10940 0.34185 0.44656 0.30 -0.53 -0.06 0.12
H -3.23970 -1.90330 0.09310 0.29 -0.02 0.07 0.05
H -1.60156 -2.72474 0.49197 -0.25 0.08 -0.11 0.06

***

13
Properties=species:S:1:pos:R:3:forces:R:3:lowdin_charge:R:1 method="wB97M-V/def2-TZVPD" smiles="[H]/N=C/CC(=C)O" homo_lumo_gap_ev=9.67
O 1.79078 0.60026 0.76034 -0.57 0.32 0.24 0.06
C 0.91848 0.21890 -0.20029 -0.21 -0.21 -0.30 -0.44
C 0.19934 -1.09706 0.01116 0.03 -0.02 0.08 -0.12
C -1.19402 -0.62669 0.40862 0.14 0.09 0.14 -0.26
N -1.48931 -0.50167 1.63138 -0.21 -0.08 -0.18 0.10
C 0.49080 1.01972 -1.18202 0.48 -0.06 -0.18 0.02
H 2.04744 1.50808 0.52628 0.13 -0.30 0.25 0.12
H 0.19701 0.50312 -2.08570 -0.83 0.42 0.05 0.06
H 0.60746 -1.68056 0.83604 0.15 0.04 -0.13 0.11
H 0.14883 -1.69970 -0.90558 0.15 0.22 0.19 0.12
H -1.84318 -0.27247 -0.40922 0.20 -0.23 0.15 0.12
H -2.41106 -0.07386 1.71717 -0.01 -0.07 0.12 0.05
H 0.53742 2.10195 -1.10817 0.54 -0.11 -0.43 0.06

***

26
Properties=species:S:1:pos:R:3:forces:R:3:lowdin_charge:R:1 method="wB97M-V/def2-TZVPD" smiles="CCOC(O[C@@H](C#N)N(C)C)=C(F)F" homo_lumo_gap_ev=9.53
C 0.23869 -0.40517 -1.24529 0.75 0.16 1.72 -0.15
C -1.07149 1.04547 0.69859 0.55 -1.19 -1.46 -0.27
C -2.80061 -0.70428 -1.86888 1.48 0.84 -1.96 -0.06
C 2.69183 0.33517 -0.25368 -0.41 3.25 -2.84 -0.13
C 2.41123 -1.08369 1.69024 0.81 2.39 -0.54 -0.03
C -2.61705 -0.43932 -0.39848 1.55 -0.47 0.17 -0.23
C 0.56202 -0.68682 0.17347 0.53 -3.05 -0.18 -0.30
C -0.83814 2.26157 1.10601 0.53 2.45 0.63 -0.26
N 0.23833 0.08191 -2.27151 -0.09 0.14 -1.59 0.23
N 2.02875 -0.73126 0.26746 -2.97 -3.22 3.29 -0.20
O -0.17168 0.09495 1.11060 -0.14 -0.12 0.14 0.03
O -1.94043 0.77935 -0.32533 1.47 2.63 0.95 -0.05
F -1.61726 3.29044 0.80231 0.02 -0.15 0.14 0.14
F 0.24814 2.69738 1.79484 -1.13 -0.86 -0.54 0.11
H -3.75130 -0.37871 -2.30459 -0.09 -0.62 0.41 0.07
H -2.03759 -0.03111 -2.46109 -1.44 -1.34 1.38 0.09
H -2.47969 -1.73303 -2.12470 -0.76 0.45 -0.01 0.08
H 3.25412 0.86139 0.46394 1.08 0.71 0.63 0.08
H 3.21033 0.07537 -1.16493 1.00 -0.14 -0.01 0.09
H 1.95114 1.05867 -0.68122 0.65 -0.06 0.61 0.10
H 1.98961 -0.33404 2.36809 -0.49 -0.06 0.04 0.08
H 2.09871 -2.04651 2.04639 0.09 -0.62 -0.33 0.08
H 3.49029 -0.83403 1.84370 -0.63 -1.07 -0.50 0.10
H -1.91950 -1.13428 0.08719 -0.71 -0.64 -0.21 0.11
H -3.45126 -0.28024 0.22178 -1.64 -0.61 0.48 0.12
H 0.28282 -1.75922 0.42510 0.00 1.18 -0.39 0.17

***

69
Properties=species:S:1:pos:R:3:forces:R:3:lowdin_charge:R:1 method="wB97M-V/def2-TZVPD" total_charge=-1 homo_lumo_gap_ev="7.08 / 5.64" multiplicity=2
Ir 0.28587 0.47402 -0.05402 4.13 4.48 -0.83 0.93
C 3.13746 4.24619 1.19891 -0.07 -0.20 0.04 -0.13
C 2.38671 3.15520 0.47113 0.15 0.10 0.27 -0.76
S 1.64275 2.02174 1.47177 -1.54 -1.58 -0.82 0.79
C 2.34865 3.09954 -0.90467 -0.04 -0.07 -0.26 -0.74
C 3.04366 4.11499 -1.77916 -0.07 -0.03 0.01 -0.11
S 1.53933 1.89088 -1.74289 -0.57 -1.30 0.49 0.83
H 3.01494 4.12015 2.27272 0.03 0.06 0.02 0.06
H 2.75637 5.22999 0.92126 0.04 0.02 0.00 0.08
H 4.20293 4.19784 0.96587 0.00 0.08 0.00 0.08
H 3.61671 4.83750 -1.20252 0.00 0.01 0.00 0.06
H 2.30884 4.65142 -2.38207 0.01 0.04 0.01 0.08
H 3.71444 3.60732 -2.47272 0.03 0.02 0.00 0.08
C -1.14354 2.66987 -3.95306 -0.08 -0.01 -0.09 -0.08
C -1.75482 1.32168 -3.60978 0.25 -0.17 0.45 -0.59
O -2.81287 1.04064 -4.51109 -0.01 0.02 0.02 -0.05
P -2.38093 1.36471 -1.88642 -0.69 0.10 0.32 0.47
O -2.88618 -0.09211 -1.49501 0.07 0.11 -0.22 -0.13
O -3.77264 2.14611 -2.01070 0.16 0.04 0.01 -0.10
O -1.50556 2.01947 -0.87357 0.36 -0.34 0.01 -0.36
P -0.45635 -0.03116 -3.58906 -0.15 -0.32 -0.16 0.32
O -1.32996 -1.25895 -4.23621 0.15 0.12 0.15 -0.15
O 0.70057 0.24356 -4.46103 -0.02 0.09 0.00 -0.31
O -0.30150 -0.40494 -2.12384 -0.21 -0.20 0.63 -0.49
H -1.93661 3.40643 -4.09212 -0.02 -0.02 0.00 0.09
H -0.55151 2.57920 -4.86300 -0.03 0.00 -0.02 0.08
H -0.48981 2.99297 -3.14613 0.02 0.06 -0.04 0.03
H -3.00878 0.09761 -4.43212 0.04 -0.01 -0.11 0.08
H -2.10208 -0.67459 -1.42616 -0.06 -0.12 0.04 0.04
H -3.91539 2.62833 -1.18659 -0.08 0.06 0.02 0.09
H -0.89098 -1.46851 -5.06891 -0.08 -0.08 -0.10 0.07
C -0.41028 -7.11246 0.60091 -0.01 0.03 0.02 -0.11
C 0.15679 -6.43253 1.67159 0.02 0.00 0.03 -0.09
C 0.24034 -5.04796 1.65498 -0.04 -0.09 -0.10 -0.09
C -0.24938 -4.32299 0.56790 0.15 0.10 -0.03 -0.38
C -0.81534 -5.01388 -0.50073 0.02 0.01 0.03 -0.10
C -0.89547 -6.40062 -0.48589 0.01 -0.04 -0.03 -0.10
P -0.15081 -2.47822 0.46780 -0.40 -0.55 0.29 1.07
C -0.15998 -2.10730 2.26992 -0.03 -0.05 -0.08 -0.43
C -1.37245 -2.31753 2.92601 0.07 0.01 0.08 -0.12
C -1.53721 -1.93944 4.24859 -0.02 -0.03 -0.03 -0.09
C -0.48493 -1.34932 4.93772 0.05 -0.02 0.02 -0.10
C 0.72837 -1.15463 4.29527 0.02 0.00 0.02 -0.08
C 0.89317 -1.52826 2.96682 -0.05 -0.12 0.05 -0.11
C 1.58320 -2.21548 0.02107 0.04 0.33 -0.05 -0.41
C 2.48737 -3.20068 -0.35635 0.03 0.08 0.10 -0.08
C 3.75685 -2.83814 -0.78582 0.05 -0.03 -0.02 -0.10
C 4.12079 -1.50102 -0.79729 0.01 -0.05 0.14 -0.09
C 3.21970 -0.51687 -0.40482 0.10 0.19 0.11 -0.15
C 1.92386 -0.85176 -0.03714 -1.48 0.15 -0.21 -0.35
H -0.47645 -8.19330 0.61845 0.00 0.00 -0.01 0.09
H 0.53659 -6.98459 2.52288 0.00 0.00 0.00 0.10
H 0.68840 -4.52150 2.48833 -0.01 -0.01 0.02 0.11
H -1.19110 -4.45500 -1.35075 -0.03 0.00 0.01 0.10
H -1.34010 -6.92809 -1.32094 0.00 0.02 -0.01 0.10
H -2.19945 -2.76641 2.38555 -0.03 0.05 -0.01 0.11
H -2.49432 -2.07417 4.73673 0.01 -0.02 0.01 0.10
H -0.61585 -1.03341 5.96433 -0.04 0.05 -0.02 0.10
H 1.55046 -0.69112 4.82735 0.01 0.00 -0.01 0.10
H 1.83791 -1.34625 2.47072 0.00 0.01 -0.01 0.09
H 2.19534 -4.24359 -0.33263 0.00 0.00 0.00 0.10
H 4.45834 -3.59581 -1.11332 -0.01 -0.01 0.01 0.09
H 5.10984 -1.21384 -1.13402 0.01 0.02 0.04 0.10
H 3.53505 0.51904 -0.42384 -0.04 -0.01 -0.05 0.06
N -2.51352 1.54893 5.83028 0.08 -0.01 -0.02 0.06
C -2.22092 1.60385 4.70725 0.06 -0.39 0.00 -0.43
N -1.96851 1.76971 3.44397 -0.22 0.81 -0.22 0.09
C -1.42562 1.12252 2.50776 -0.05 -0.55 0.35 -0.36
N -0.99486 0.57565 1.57208 -0.02 -0.83 -0.26 -0.05

***

17
Properties=species:S:1:pos:R:3:forces:R:3:lowdin_charge:R:1 method="wB97M-V/def2-TZVPD" smiles="CC(=O)c1nccn1C" homo_lumo_gap_ev=9.53
C -2.14462 0.47748 0.94867 4.13 1.53 -4.40 0.02
C -1.49893 -0.40721 -0.10001 0.85 -0.07 0.81 -0.31
C 0.04580 -0.49162 0.01219 -2.27 4.83 -1.17 -0.24
C 2.04954 -1.10552 0.26314 2.37 0.58 -0.60 -0.17
C 2.09716 0.22642 0.03920 4.54 5.15 0.55 -0.12
C 0.40628 2.04274 -0.43679 6.92 -0.65 6.25 0.02
H -2.15840 1.50132 0.61388 0.15 0.54 -0.55 0.09
H -3.04550 0.30976 1.19392 -7.16 -1.98 0.65 0.02
H -1.76521 0.54653 1.86238 3.00 -0.15 3.72 0.05
H 2.82799 -1.81667 0.34940 0.62 -0.35 0.20 0.09
H 2.96401 1.22950 0.04205 -2.47 -3.89 -0.03 0.20
H 1.22503 2.52666 -0.98008 -0.15 0.21 0.65 0.10
H -0.33116 2.03399 -0.99401 -7.09 -0.69 -5.71 -0.01
H 0.03347 2.51569 0.49367 0.86 0.39 -0.50 0.11
N 0.80094 -1.45795 0.14512 -1.30 -5.89 0.96 0.10
N 0.85409 0.67382 -0.05521 -3.26 0.45 -0.93 -0.08
O -2.13333 -0.97645 -0.94613 0.25 -0.02 0.10 0.12

***

14
Properties=species:S:1:pos:R:3:forces:R:3:lowdin_charge:R:1 method="wB97M-V/def2-TZVPD" homo_lumo_gap_ev=10.50
C -0.63862 -0.21179 1.08013 -1.01 -2.65 1.78 -0.49
C 1.86147 -0.14008 -0.77849 1.01 2.43 2.42 -1.21
O -0.92927 -0.52804 -1.59750 -1.13 -0.32 1.18 -0.44
Si 0.72938 0.91672 0.42321 -0.42 -0.51 -2.06 0.55
P -1.74276 -0.44562 -0.34500 2.84 -1.28 -1.05 -0.27
Cl 2.85801 0.99997 -1.75416 -0.26 -0.37 0.16 0.49
Cl 2.91170 -1.19072 0.21844 -0.37 -0.15 -0.47 0.49
Cl -3.05389 0.96213 -0.48635 -1.16 1.56 0.18 0.42
Cl -2.89290 -2.01461 0.07862 -0.25 -0.60 0.02 0.35
H -1.23263 0.25853 1.90119 0.48 -0.06 -0.56 0.04
H -0.37634 -1.34792 1.61376 -0.41 3.28 -1.99 0.15
H 1.16476 -0.60193 -1.39636 -0.60 -1.44 -1.21 -0.04
H 1.28195 1.45595 1.62489 0.78 0.57 0.46 -0.04
H 0.05916 1.88740 -0.58237 0.50 -0.45 1.13 0.01

***

27
Properties=species:S:1:pos:R:3:forces:R:3:lowdin_charge:R:1 method="wB97M-V/def2-TZVPD" homo_lumo_gap_ev="3.45 / 5.76" multiplicity=3
C 1.75349 0.12836 1.79841 -0.38 0.01 -0.02 -0.12
C 1.72138 -1.80026 0.23633 -0.36 0.02 -0.01 -0.12
C 2.13994 0.48937 -0.62871 -0.26 0.02 -0.01 -0.15
C -2.26428 2.08739 0.59141 -0.26 -0.34 0.15 -0.20
C -2.30699 -1.09908 -1.81317 -0.22 -0.23 0.40 -0.20
C 1.34926 -0.32557 0.39531 -0.13 0.02 -0.03 -0.66
N -0.92691 1.54564 0.49178 -1.04 -0.01 -0.07 -0.05
N -0.96476 -0.76794 -1.38509 -1.05 0.06 -0.01 -0.05
Si -0.53039 -0.09582 0.14306 1.61 -0.49 0.58 -0.01
Cl -1.61700 -1.17666 1.47630 -0.19 -0.37 0.53 0.46
H 1.52618 1.18109 1.94981 0.04 0.19 0.11 0.06
H 1.22333 -0.44480 2.55515 -0.03 -0.06 0.21 0.07
H 2.82356 -0.01535 1.94950 0.08 -0.01 -0.05 0.09
H 1.45883 -2.16312 -0.75465 0.03 -0.14 -0.16 0.06
H 1.19852 -2.40938 0.96972 -0.03 -0.19 0.10 0.07
H 2.79316 -1.93867 0.37960 0.09 0.05 0.00 0.09
H 1.90862 0.17298 -1.64345 0.02 0.07 -0.23 0.05
H 1.91790 1.55091 -0.54292 0.03 0.21 -0.11 0.05
H 3.21020 0.35560 -0.47040 0.13 -0.06 0.07 0.08
H -2.94764 1.28679 0.86244 -0.09 0.02 -0.01 0.05
H -2.30339 2.85542 1.36560 0.15 0.10 0.00 0.08
H -2.60117 2.52600 -0.35383 0.16 0.06 -0.09 0.07
H -2.89073 -1.38812 -0.94233 -0.08 0.01 -0.06 0.04
H -2.80674 -0.25462 -2.30085 0.16 0.11 -0.10 0.07
H -2.27969 -1.93896 -2.50953 0.12 0.05 -0.11 0.08
H -0.23713 2.26550 0.34978 0.77 0.64 -0.31 0.05
H -0.34753 -0.62670 -2.16928 0.75 0.26 -0.75 0.04

***

13
Properties=species:S:1:pos:R:3:forces:R:3:lowdin_charge:R:1 method="wB97M-V/def2-TZVPD" smiles="C=CO.C=C" homo_lumo_gap_ev=10.50
C 1.47474 -4.28933 -0.07226 0.88 1.64 0.88 -0.07
C 2.25429 -3.20913 -0.15232 -0.25 0.17 0.14 -0.09
H 1.59567 -5.15494 -0.70216 -0.31 -0.10 0.04 0.04
H 0.82226 -4.19003 0.79050 -0.47 -0.97 -0.38 0.04
H 3.02446 -3.02991 -0.86957 0.39 -0.30 -0.62 0.03
H 2.15395 -2.36241 0.53528 -0.23 -0.45 -0.07 0.05
C -2.55536 3.52231 0.10636 0.66 1.26 -0.12 0.01
C -1.36189 3.00017 0.36650 -1.14 -2.81 0.84 -0.32
O -0.42218 2.64076 -0.54284 1.16 0.30 -1.33 -0.04
H -3.27333 3.54120 0.92283 -0.01 0.01 -0.36 0.05
H -2.72476 4.08617 -0.82052 -0.16 -0.31 0.43 0.07
H -1.32031 2.22967 1.18302 0.16 1.39 0.06 0.12
H 0.33245 3.21546 -0.74482 -0.67 0.15 0.49 0.11

***

17
Properties=species:S:1:pos:R:3:forces:R:3:lowdin_charge:R:1 method="wB97M-V/def2-TZVPD" homo_lumo_gap_ev=9.44
C 2.37613 0.97328 -0.01776 0.15 0.02 -0.04 -0.06
O 1.15234 0.77693 0.70162 -0.12 -0.44 0.08 -0.16
C 0.91881 -0.45008 1.11557 -0.11 0.69 0.35 -0.06
C -0.54933 -0.52004 1.47749 0.16 -0.16 0.06 -0.20
C -1.02377 -0.97130 0.07384 -0.11 0.11 -0.08 -0.20
C -1.50823 0.20131 -0.78653 0.04 -0.05 0.40 -0.27
O -1.63809 -0.14529 -2.15206 0.16 -0.09 -0.13 -0.07
H 2.10634 1.12737 -1.06542 0.13 0.04 0.10 0.09
H 3.00156 0.08455 0.08657 -0.05 0.14 0.02 0.08
H 2.86312 1.86411 0.38023 -0.03 -0.09 -0.05 0.09
H -0.10806 -1.41288 -0.35979 -0.31 -0.05 -0.48 0.10
H -0.71281 -1.31593 2.20618 -0.01 0.16 -0.05 0.10
H -1.01907 0.41878 1.81432 0.20 -0.23 -0.17 0.12
H -1.75521 -1.78483 0.10059 0.02 0.23 0.09 0.12
H -2.50341 0.52593 -0.46254 0.16 -0.09 0.00 0.12
H -0.83180 1.06113 -0.65872 -0.13 -0.19 -0.03 0.11
H -0.76850 -0.43304 -2.45362 -0.14 0.00 -0.09 0.08

***

18
Properties=species:S:1:pos:R:3:forces:R:3:lowdin_charge:R:1 method="wB97M-V/def2-TZVPD" smiles="C=C(O)CC.C" homo_lumo_gap_ev=9.68
C -1.18508 -2.06188 -0.26657 -0.02 -0.15 -0.04 -0.09
C -0.78800 -0.68940 0.27575 0.00 0.03 0.02 -0.21
C 0.65642 -0.43455 -0.05933 0.12 -0.23 0.33 -0.49
C 0.10206 2.56844 0.01454 0.01 0.12 0.03 -0.03
C 1.66136 -0.59144 0.79921 -0.07 -0.05 -0.12 0.05
O 0.92119 -0.12396 -1.36611 -0.10 0.06 -0.06 0.02
H -1.02235 -2.09893 -1.34884 -0.09 -0.06 0.14 0.08
H -2.23116 -2.30167 -0.05885 0.10 0.04 -0.04 0.07
H -0.54743 -2.82597 0.18818 -0.16 0.04 -0.07 0.08
H -0.92904 -0.63604 1.36018 0.08 -0.06 -0.16 0.12
H -1.43230 0.09090 -0.15529 0.17 -0.13 0.03 0.10
H -0.28634 3.15981 0.84459 0.04 0.06 -0.12 0.03
H -0.74319 2.13380 -0.52842 0.16 0.10 0.11 0.01
H 0.67687 3.19562 -0.66852 -0.08 0.03 0.11 0.03
H 1.46083 -0.87901 1.82487 0.02 0.03 -0.15 0.07
H 0.74850 1.78251 0.40971 -0.19 0.30 -0.09 0.00
H 2.68856 -0.44797 0.48334 -0.11 0.00 0.05 0.07
H 0.13560 0.27504 -1.76229 0.13 -0.12 0.05 0.10

***

14
Properties=species:S:1:pos:R:3:forces:R:3:lowdin_charge:R:1 method="wB97M-V/def2-TZVPD" total_charge=+1 homo_lumo_gap_ev="7.67 / 7.79"
C 1.26537 -1.61703 -2.22644 0.42 -0.83 -2.52 0.01
C 0.73116 -1.10000 -1.29519 -0.78 1.17 1.35 0.08
C -0.57556 -0.82851 1.72572 1.68 1.88 -0.92 0.03
C 0.51243 0.18721 1.32415 -3.33 -1.22 1.72 -0.01
C -0.68897 1.48572 -0.62808 -5.62 -2.39 0.64 0.03
N -1.31544 -0.60825 0.69634 -0.99 0.56 -1.02 0.18
N -0.42930 0.37343 0.19392 1.33 -2.63 0.65 -0.13
H 1.53464 -2.03100 -3.22690 -0.12 0.44 1.58 0.07
H -0.60289 -1.51875 2.51566 -0.69 -0.91 0.81 0.13
H 0.56974 0.94861 2.05848 0.59 1.24 0.16 0.13
H 1.32182 -0.38913 1.10384 2.94 -0.65 -0.91 0.09
H 0.16369 1.93373 -0.82289 4.20 2.03 -1.45 0.06
H -1.24479 0.99715 -1.51722 0.52 1.75 1.27 0.17
H -1.24190 2.16681 0.09859 -0.17 -0.44 -1.35 0.16

***

Relative energy (zero: lowest compared OMol25 entry of this formula, charge and spin): 2.4, 52.5, 0.0, 88.7, 75.7, 4.7, 0.0, 61.9, 96.9, 22.6, 258.2 (kcal per mole)